[1]
7 unconnected molecules or ions with the total composition C27H63O13P, computed with ωB97M-V/def2-TZVPD.

```
104
Properties=species:S:1:pos:R:3:forces:R:3:mulliken_charge:R:1
P 0.2102 3.9582 -0.8954 -0.143 -0.256 -0.185 0.4149
O 0.3442 5.2417 -1.8214 0.319 -0.200 -0.164 -0.3036
O -1.0133 3.1636 -1.4794 -0.417 0.212 0.060 0.0335
O -1.1197 -2.2567 0.8834 -0.197 0.039 -0.366 -0.4988
O -4.0141 0.1556 3.4782 0.139 0.405 -0.475 -0.2815
O 0.3792 -2.5790 4.8599 0.387 -0.307 0.098 -0.3453
O -0.4468 4.5021 0.4177 -0.579 -0.003 0.090 -0.2231
O 1.6876 -0.8602 -3.6673 -0.032 0.943 -0.677 -0.1518
O 6.3922 -1.9255 1.1210 -0.178 -0.384 -0.429 -0.3903
O -5.0187 2.3472 1.1530 -0.017 -0.616 -0.550 -0.3472
O 4.5284 -3.3265 -0.7396 0.087 -0.410 0.614 -0.1223
O 4.4747 1.0243 -2.3336 -0.178 -0.029 -0.008 -0.4750
O 1.4284 3.1652 -0.7595 0.578 0.065 0.029 -0.2487
O -5.3436 -1.0769 -2.8655 0.277 0.186 -0.252 -0.4545
C -4.9613 -0.0543 -1.9445 -0.286 0.023 0.066 -0.0936
C 1.6232 -2.0478 -4.3987 -0.867 -0.944 0.520 -0.7802
C -4.8085 3.3510 0.2051 -0.057 0.809 -0.554 -0.6093
C 2.9955 -0.5322 -3.3122 1.327 -1.021 1.648 -0.0353
C 0.9145 -2.0249 -0.2359 0.007 -0.563 0.786 0.3108
C 4.6268 1.9861 -1.3307 0.461 0.715 0.881 -0.3615
C 3.1107 0.7411 -2.5066 -1.067 0.108 -0.279 0.2966
C 5.8321 -3.8052 -0.4332 -0.461 -0.075 -0.287 -0.4106
C 1.6014 5.5753 -2.4255 -0.087 0.605 -0.359 -0.5129
C -0.9765 -2.6031 4.4999 -0.960 0.705 -0.063 0.3502
C 3.9586 -4.0216 -1.8054 -0.471 0.356 -1.244 -0.3715
C 0.1051 -0.7792 -0.5374 -0.451 1.021 0.778 0.2221
C -4.1422 0.7060 -3.9590 0.353 -0.970 -0.686 -0.8484
C -4.4884 1.4742 3.3092 -0.013 0.487 0.700 -0.5757
C 0.2718 -2.5130 1.0657 -0.484 -0.264 -0.190 -0.6851
C -1.2431 -0.9895 0.2035 0.565 -1.011 0.279 0.0709
C -3.9659 2.1969 2.0717 -0.050 0.404 0.446 -0.1792
C 6.2981 -3.3106 0.9059 0.165 -0.422 0.737 -0.7362
C 0.3182 5.3092 1.2962 0.756 0.579 -0.001 -0.6993
C -4.9172 -0.6256 -4.1714 0.162 0.412 0.275 -0.5575
C -3.6887 0.5115 -2.5213 -0.286 0.641 -0.175 0.5429
C -0.8530 -2.2337 6.8729 0.233 0.240 -0.542 -0.5465
C 5.1835 -1.2113 1.2344 -0.314 1.272 0.898 -0.5313
C -4.5098 -0.6790 2.4573 0.000 -1.331 0.062 -0.3979
C 0.4708 -2.7454 6.2787 -0.055 -0.345 -0.426 -0.4870
C -1.6702 -1.8449 5.6318 -0.613 0.578 -0.040 -0.5425
C -0.8177 2.4035 -2.6682 0.387 -0.223 -0.624 0.1134
H -4.8031 -0.4407 -0.9388 -0.349 -0.303 -0.065 0.0262
H 2.2547 4.7206 -2.5776 -0.048 -0.126 0.325 0.1383
H -4.7723 1.5814 -4.1144 -0.129 -0.017 0.336 0.3700
H -2.0571 -1.0424 -0.5176 -0.301 -0.055 0.319 -0.2182
H 2.5476 1.5699 -2.9666 0.318 0.071 -0.091 0.0389
H -4.5695 -0.2305 1.4639 -0.101 0.375 0.153 0.0179
H 4.1981 2.9610 -1.5926 -0.135 -0.129 -0.171 0.0882
H 4.6700 -4.1038 -2.6399 -0.033 0.012 0.015 0.3811
H -2.7455 -1.9993 5.7596 0.130 -0.652 -0.101 0.3788
H -5.7781 0.6778 -1.9633 0.225 0.250 0.464 0.3344
H 2.0926 -2.8727 -3.8476 0.264 0.103 -0.143 0.2598
H -2.9239 -0.2653 -2.4515 0.144 0.138 -0.073 -0.2305
H 3.1177 -3.4223 -2.1556 0.070 0.041 0.029 -0.4286
H 4.3216 -1.7059 1.6966 0.331 -0.728 -0.211 0.2991
H 4.1724 1.6907 -0.3756 -0.211 -0.163 -0.193 0.1612
H -4.2515 -1.3943 -4.5636 -0.067 -0.011 -0.205 0.2928
H -1.3605 -3.0553 7.3718 0.023 0.177 0.398 0.2806
H 5.6814 2.1485 -1.1019 0.087 -0.210 -0.385 0.3385
H 3.7638 -0.5844 -4.0935 -0.477 0.281 -0.476 0.3876
H -4.1871 2.0467 4.1911 0.233 -0.290 0.032 0.2968
H 3.3218 -1.2863 -2.5693 0.173 -0.136 -0.366 -0.2819
H -3.8712 3.3255 -0.3695 0.211 -0.418 0.443 0.0754
H 2.6211 0.5723 -1.5379 0.072 0.093 0.014 0.0023
H -3.3438 1.4342 -2.0558 -0.043 -0.086 0.178 -0.0536
H -0.3403 5.9967 1.8194 -0.212 -0.323 0.168 0.2415
H -5.7667 -0.4773 -4.8385 -0.121 -0.224 0.066 0.3343
H 3.5309 -5.0228 -1.6528 0.439 -0.024 0.776 0.3867
H -0.0545 -0.5284 -1.5832 0.226 -0.216 -0.102 0.0100
H 0.5585 0.0885 -0.0469 0.306 -0.018 -0.338 -0.0009
H 5.7018 -3.7945 1.6961 -0.317 0.287 -0.137 0.3694
H -1.4120 2.8026 -3.4906 -0.324 0.024 0.267 0.3415
H -1.0832 1.3748 -2.4500 -0.057 -0.024 -0.115 -0.3126
H 5.7962 -4.9011 -0.3540 0.154 -0.001 -0.090 0.3349
H -5.5852 1.5172 3.3296 0.001 -0.156 -0.317 0.3130
H -1.6801 -0.7784 5.3847 0.643 0.015 0.248 0.2385
H 1.3951 6.0154 -3.4016 -0.166 -0.058 0.052 0.2454
H 0.2132 2.4168 -3.0336 0.082 0.011 0.370 0.0630
H 4.8293 -0.7302 0.3193 0.249 -0.345 -0.280 0.1023
H 0.3651 -3.5932 1.1801 0.116 0.032 0.167 0.3696
H -4.8591 4.3381 0.6871 0.008 -0.022 -0.078 0.3900
H -3.6256 3.2040 2.3568 0.103 -0.117 0.035 0.5045
H 0.6270 -2.0290 1.9828 0.190 0.150 -0.142 0.2910
H -3.3326 0.7840 -4.6904 0.042 -0.032 0.130 0.3211
H -1.0944 -2.0466 3.5702 0.077 -0.251 -0.146 -0.3491
H 6.5028 -3.5350 -1.2577 0.114 0.063 0.109 0.3663
H 2.0203 -2.0233 -5.4168 0.136 0.360 0.050 0.3333
H -0.6619 -1.3866 7.5270 -0.282 -0.119 0.251 0.2838
H 5.4041 -0.4052 1.9464 0.036 0.065 -0.226 0.3551
H -3.8552 -1.5495 2.3456 0.174 0.189 0.192 0.1683
H 1.3726 -2.2170 6.5792 -0.081 0.094 0.210 0.2857
H 0.5930 -3.8087 6.5209 0.115 0.039 -0.071 0.2528
H 0.7574 -2.8479 -0.9347 0.105 0.295 -0.385 0.0451
H -3.1005 1.6569 1.6666 -0.084 0.003 -0.176 0.1010
H -1.4026 -3.6054 4.3579 0.329 -0.144 0.121 0.1829
H -1.4387 -0.2796 1.0116 -0.042 0.523 -0.459 0.0472
H -5.5872 3.2941 -0.5562 -0.233 -0.068 0.245 0.2804
H 0.5642 -2.3152 -4.4197 0.020 0.066 -0.341 0.2542
H 1.0283 5.9548 0.7621 -0.090 -0.229 -0.146 0.2438
H 0.8967 4.6787 1.9690 -0.168 0.033 0.153 0.2848
H 7.2959 -3.7291 1.0758 0.094 0.239 -0.197 0.3633
H 2.0699 6.3490 -1.8194 0.240 -0.162 0.054 0.2639
H 1.9827 -1.8652 -0.0802 0.018 0.107 -0.319 -0.1423
H -5.4807 -1.0941 2.7543 -0.169 0.292 -0.216 0.3298
```
Forces are in eV/Å.

Properties
HOMO energy, eV: -9.37
Total charge: 0
Total energy, a.u.: -2385.89665
Relative energy (zero: lowest compared OMol25 entry of this formula, charge and spin), kJ/mol: 0.0
Gap between HOMO and LUMO, hartree: 0.364
Maximum force, eV Å⁻¹: 2.35
Multiplicity: 1

[2]
2 unconnected molecules or ions with the total composition C4H7NO2, computed with ωB97M-V/def2-TZVPD.

```
14
Properties=species:S:1:pos:R:3:forces:R:3:nbo_charge:R:1
O -0.3849 0.1147 1.1761 -1.229 3.077 0.663 -0.3472
O -2.9212 -1.4385 -0.3564 -0.183 -1.044 -0.136 -0.3184
N -2.7001 -0.2716 -0.2604 1.253 2.585 0.551 0.1629
C -2.2489 2.1428 0.0910 1.235 -0.982 0.535 -0.4576
C -2.2281 0.8186 -0.0064 -1.666 -3.194 -0.978 0.2108
C 0.2736 -0.9326 0.8675 2.591 -4.118 -1.577 -0.1118
C 1.2164 -0.9944 -0.3679 -0.772 3.508 -2.195 -0.6643
H -1.3860 2.4928 0.5997 0.308 1.171 0.178 0.2374
H -3.1492 2.5891 -0.1660 -1.127 1.411 -0.323 0.2247
H 0.8019 -0.2821 -1.2356 0.336 -1.693 1.677 0.2068
H 1.4776 -1.9289 -0.8420 -0.461 -0.576 0.368 0.2223
H -0.3739 -1.8184 0.6736 -0.323 0.033 0.882 0.2037
H 0.9253 -1.1641 1.7616 -0.613 -0.298 -0.192 0.2235
H 2.1457 -0.4764 -0.2089 0.651 0.122 0.549 0.2072
```
Forces are in eV/Å.

Properties
HOMO energy (spin up / spin down), eV: -9.44 / -8.39
Total charge: 0
Total energy, a.u.: -361.58531
Relative energy (zero: lowest compared OMol25 entry of this formula, charge and spin), kJ/mol: 776.0
Gap between HOMO and LUMO (spin up / spin down), hartree: 0.315 / 0.247
Maximum force, eV Å⁻¹: 5.11
Multiplicity: 1

[3]
A gas-phase ion, C5H8N5 (charge +1), computed with ωB97M-V/def2-TZVPD.

```
18
Properties=species:S:1:pos:R:3:forces:R:3:nbo_charge:R:1
N -0.8117 -1.0988 -0.0526 2.337 3.145 -0.066 -0.4534
N 0.6159 0.8439 0.3638 -1.428 -1.516 0.567 -0.2579
N 2.5359 0.1004 -0.3666 2.158 -2.604 -0.853 -0.3629
N -3.0819 -0.6946 -0.2743 -1.442 -1.583 0.012 -0.5767
N 0.3681 -0.5337 0.6269 -0.208 0.517 -2.826 -0.2683
C -1.7096 1.1991 -0.1660 0.093 -0.469 0.470 -0.2620
C -0.4511 1.6032 -0.0708 -0.768 3.107 0.340 -0.0176
C 1.8892 1.0918 0.0143 1.626 1.000 -1.323 0.3259
C 2.3382 -1.1717 -0.3396 -1.910 2.312 -2.064 0.1636
C -1.9318 -0.2511 -0.0630 -1.028 -0.056 -0.751 0.3420
H 2.3922 -1.6880 0.5299 0.934 -1.661 2.505 0.2082
H 1.9542 -1.6730 -1.2317 0.811 -0.023 -0.134 0.2369
H -0.9359 -1.9573 0.3775 -0.604 -2.091 0.791 0.3915
H -0.2065 2.6761 -0.1594 0.019 -0.657 -0.099 0.2422
H -3.1889 -1.7468 -0.3250 0.363 1.484 0.183 0.3530
H -2.5867 1.8776 -0.2964 1.082 -0.823 -0.120 0.2879
H 2.4547 2.0222 -0.1555 -1.422 0.317 0.676 0.2708
H 0.3557 -0.5993 1.5886 -0.611 -0.399 2.692 0.3768
```
Forces are in eV/Å.

Properties
HOMO energy, eV: -13.23
Total charge: +1
Total energy, a.u.: -468.68076
Relative energy (zero: lowest compared OMol25 entry of this formula, charge and spin), kJ/mol: 407.5
Gap between HOMO and LUMO, hartree: 0.309
Maximum force, eV Å⁻¹: 3.92
Multiplicity: 1

[4]
A molecular structure, C6H10N2, computed with ωB97M-V/def2-TZVPD.

```
18
Properties=species:S:1:pos:R:3:forces:R:3:nbo_charge:R:1
N 2.5922 -0.9078 -0.2380 -0.108 -0.431 -0.582 -0.6370
N 1.1495 1.5661 -0.5002 -0.816 0.584 0.759 -0.3828
C -0.0627 1.3912 -0.8804 2.296 -2.251 3.626 0.1092
C -0.6271 0.2281 -0.0508 2.188 2.692 -1.181 -0.0319
C 1.8548 -0.5735 0.7254 -0.572 0.769 0.585 0.1208
C -0.5877 -0.9532 -0.9913 -1.297 -0.823 -0.088 -0.6523
C -1.9095 0.5441 0.6897 0.389 -3.803 -0.341 -0.6331
C 1.0326 0.7012 0.6700 -1.367 -3.521 -1.601 -0.0945
H -2.8564 0.2795 0.1865 0.581 -0.013 -0.252 0.2150
H -0.4991 1.9171 -1.5972 -1.913 2.189 -3.496 0.1674
H -1.8675 -0.0850 1.5817 -0.393 0.489 0.387 0.2175
H -1.9037 1.5415 0.8563 -0.246 3.076 1.213 0.2130
H 0.9674 1.0422 1.6829 -0.330 1.159 0.268 0.2072
H 0.3847 -0.9627 -1.5699 -1.426 -0.233 0.451 0.2529
H -1.5886 -0.9672 -1.6301 2.293 0.265 0.859 0.2182
H 3.0089 -1.8448 -0.2906 -0.159 0.433 0.840 0.3538
H 1.6097 -1.0770 1.7095 0.557 -0.281 -1.026 0.1455
H -0.6976 -1.8400 -0.3533 0.323 -0.300 -0.420 0.2112
```
Forces are in eV/Å.

Properties
HOMO energy, eV: -9.32
Total charge: 0
Total energy, a.u.: -344.00020
Relative energy (zero: lowest compared OMol25 entry of this formula, charge and spin), kJ/mol: 358.4
Gap between HOMO and LUMO, hartree: 0.373
Maximum force, eV Å⁻¹: 4.85
Multiplicity: 1

Number 1: M 626.76 Da. Number 2: M 101.10 Da. Number 3: M 138.15 Da. Number 4: M 110.16 Da.